1.
Here is a single CH3NO2S molecule from the Open Molecules 2025 dataset. Energies are from ωB97M-V/def2-TZVPD.

Summary:
- Kohn-Sham gap (eV) = 10.2
- relative energy (zero: lowest compared OMol25 entry of this formula, charge and spin) (kcal/mol) = 13.2
- M (g mol⁻¹) = 93.11
- SMILES = NSOC=O

The geometry in XYZ format:
```
8
CH3NO2S | the Open Molecules 2025 dataset | ωB97M-V/def2-TZVPD
N 1.135 0.447 -1.226
S 0.464 1.365 0.057
O 0.029 0.147 1.253
C -1.153 -0.528 1.047
O -1.836 -0.335 0.103
H 0.494 -0.022 -1.937
H 2.021 0.148 -1.154
H -1.155 -1.222 1.857
```

---

2.
Here is a molecular structure, C36H44MgN7O5S3 from the Open Molecules 2025 dataset. Energies are from ωB97M-V/def2-TZVPD.

Summary:
- Kohn-Sham gap (eV) = 7.1
- relative energy (zero: lowest compared OMol25 entry of this formula, charge and spin) (kcal/mol) = 39.6
- M (g mol⁻¹) = 775.30
- charge = -1

The geometry in XYZ format:
```
96
C36H44MgN7O5S3 | the Open Molecules 2025 dataset | ωB97M-V/def2-TZVPD
Mg 0.200 -0.028 0.242
C -3.363 2.219 6.406
C -2.478 1.291 5.622
C -1.726 0.317 6.268
C -0.933 -0.551 5.536
C -0.891 -0.450 4.159
C -1.636 0.507 3.499
C -2.426 1.374 4.235
S 0.156 -1.575 3.210
O -0.708 -2.554 2.611
O 1.142 -2.121 4.130
N 0.801 -0.663 2.072
C 1.308 0.520 2.392
C 1.769 0.879 3.681
C 2.321 2.119 3.866
C 2.386 3.009 2.793
C 1.875 2.584 1.580
N 1.353 1.394 1.383
H -2.905 2.500 7.354
H -4.309 1.722 6.625
H -3.575 3.120 5.833
H -1.761 0.245 7.346
H -0.332 -1.306 6.018
H -1.590 0.570 2.423
H -3.008 2.130 3.726
H 1.691 0.158 4.478
H 2.706 2.398 4.840
H 2.834 3.987 2.907
H 1.878 3.244 0.722
C 4.418 0.760 0.555
N 3.314 0.184 -0.176
C 3.469 -1.248 -0.224
C 3.177 0.781 -1.493
C 2.052 0.211 -2.328
C 2.327 -0.028 -3.672
C 1.347 -0.491 -4.528
C 0.079 -0.716 -4.028
C -0.178 -0.484 -2.686
C 0.779 -0.010 -1.785
H 5.401 0.531 0.090
H 4.427 0.357 1.571
H 4.306 1.843 0.612
H 4.456 -1.553 -0.627
H 2.687 -1.670 -0.848
H 3.358 -1.642 0.785
H 4.129 0.692 -2.062
H 2.987 1.852 -1.336
H 3.327 0.141 -4.061
H 1.571 -0.681 -5.570
H -0.705 -1.080 -4.681
H -1.180 -0.692 -2.330
O -3.778 -3.902 -0.372
C -4.397 -2.754 -0.077
C -5.792 -2.772 -0.021
C -6.510 -1.629 0.261
C -5.842 -0.442 0.518
C -4.461 -0.413 0.474
C -3.716 -1.547 0.164
C -2.230 -1.424 0.118
O -1.702 -0.295 0.318
N -1.605 -2.541 -0.138
N -0.245 -2.527 -0.215
C 0.260 -3.650 0.072
S -0.778 -4.985 0.648
C 0.485 -6.270 0.310
C 1.824 -5.679 0.678
S 1.943 -4.049 -0.149
H -2.797 -3.722 -0.310
H -6.292 -3.711 -0.202
H -7.592 -1.669 0.282
H -6.401 0.453 0.754
H -3.918 0.497 0.678
H 0.439 -6.530 -0.749
H 0.247 -7.144 0.913
H 2.657 -6.290 0.333
H 1.898 -5.518 1.754
C -0.668 5.080 1.205
N -1.213 4.762 -0.097
C -0.532 5.438 -1.183
C -1.562 3.407 -0.309
O -1.120 2.501 0.362
N -2.490 3.254 -1.289
C -2.764 1.936 -1.812
C -3.363 4.312 -1.728
H -0.997 6.088 1.478
H 0.426 5.046 1.222
H -1.044 4.365 1.933
H 0.555 5.405 -1.041
H -0.836 6.491 -1.232
H -0.754 4.959 -2.133
H -2.152 1.219 -1.266
H -2.513 1.898 -2.875
H -3.819 1.685 -1.685
H -3.233 5.183 -1.088
H -4.402 3.970 -1.647
H -3.176 4.593 -2.770
```

---

3.
Here is a single C5H7Br molecule from the Open Molecules 2025 dataset. Energies are from ωB97M-V/def2-TZVPD.

Summary:
- Kohn-Sham gap (eV) = 10.4
- relative energy (zero: lowest compared OMol25 entry of this formula, charge and spin) (kcal/mol) = 29.6
- M (g mol⁻¹) = 147.02
- SMILES = CC1=C[C@@H](Br)C1

The geometry in XYZ format:
```
13
C5H7Br | the Open Molecules 2025 dataset | ωB97M-V/def2-TZVPD
C -1.257 1.283 0.701
C -0.219 0.295 0.259
C -0.016 -0.913 0.784
C 1.116 -1.203 -0.426
Br 0.680 -2.547 -1.659
C 0.698 0.181 -0.936
H -0.981 2.276 0.156
H -1.246 1.374 1.867
H -2.291 0.941 0.428
H -0.398 -1.370 1.611
H 2.059 -1.240 -0.071
H 0.323 0.013 -1.882
H 1.531 0.911 -0.829
```

---

4.
Here is a molecular structure, C32H36AsF6InN2O7P2S3Se from the Open Molecules 2025 dataset. Energies are from ωB97M-V/def2-TZVPD.

Summary:
- spin multiplicity = 2
- Kohn-Sham gap (alpha / beta) (eV) = 8.4 / 6.9
- relative energy (zero: lowest compared OMol25 entry of this formula, charge and spin) (kcal/mol) = 46.3
- M (g mol⁻¹) = 1101.48
- charge = +1

The geometry in XYZ format:
```
91
C32H36AsF6InN2O7P2S3Se | the Open Molecules 2025 dataset | ωB97M-V/def2-TZVPD
In 0.277 -0.460 0.640
O 1.677 -2.437 -0.177
S 0.534 -3.336 0.005
O 0.814 -4.538 0.735
O -0.557 -2.494 0.617
C -0.008 -3.777 -1.607
C 0.479 -4.918 -2.158
C 0.204 -5.237 -3.505
C -0.540 -4.343 -4.306
C -1.050 -3.203 -3.783
C -0.961 -2.896 -2.333
S -2.343 -1.340 -1.440
O -3.125 -0.687 -2.452
O -2.301 -2.949 -1.761
O -0.764 -1.494 -2.037
H 1.105 -5.568 -1.561
H 0.594 -6.151 -3.928
H -0.716 -4.583 -5.346
H -1.670 -2.527 -4.360
F -2.459 -0.564 1.758
P -2.164 0.196 3.173
F -3.466 -0.419 3.832
F -2.947 1.493 2.669
F -1.285 -1.098 3.620
F -1.714 0.942 4.508
F -0.777 0.806 2.414
O -1.071 0.877 -0.284
P -1.458 2.326 -0.601
C -1.433 2.568 -2.373
C -2.023 3.714 -2.909
C -1.971 3.943 -4.273
C -1.333 3.030 -5.104
C -0.748 1.891 -4.573
C -0.796 1.655 -3.206
C -0.301 3.482 0.124
C 0.659 4.124 -0.656
C 1.627 4.914 -0.052
C 1.647 5.049 1.327
C 0.689 4.414 2.110
C -0.290 3.638 1.514
C -3.086 2.711 0.009
C -4.082 1.738 -0.070
C -5.356 2.017 0.386
C -5.645 3.268 0.915
C -4.665 4.246 0.978
C -3.384 3.971 0.524
H -2.527 4.422 -2.261
H -2.430 4.830 -4.689
H -1.293 3.211 -6.170
H -0.254 1.182 -5.225
H -0.351 0.761 -2.793
H 0.649 4.013 -1.733
H 2.364 5.422 -0.661
H 2.406 5.661 1.798
H 0.702 4.526 3.187
H -1.043 3.155 2.123
H -3.862 0.763 -0.479
H -6.124 1.257 0.337
H -6.641 3.480 1.281
H -4.893 5.221 1.387
H -2.619 4.735 0.584
C 4.480 0.520 1.502
N 4.435 -0.272 0.277
C 5.363 -1.228 -0.070
C 4.997 -1.714 -1.277
N 3.856 -1.047 -1.652
C 3.114 -1.279 -2.885
C 3.505 -0.187 -0.685
Se 2.012 0.952 -0.725
H 5.522 0.662 1.777
H 3.947 0.004 2.298
H 4.012 1.483 1.317
H 6.201 -1.464 0.560
H 5.451 -2.462 -1.901
H 3.752 -1.846 -3.558
H 2.853 -0.326 -3.337
H 2.208 -1.836 -2.662
C 1.223 -2.264 5.509
As 1.163 -2.774 3.660
C 2.643 -3.976 3.470
C -0.482 -3.762 3.533
S 1.692 -0.916 2.681
H 1.122 -3.148 6.137
H 0.403 -1.573 5.692
H 2.169 -1.766 5.710
H 2.520 -4.778 4.197
H 3.547 -3.411 3.686
H 2.676 -4.387 2.464
H -0.211 -4.786 3.791
H -0.914 -3.724 2.541
H -1.159 -3.328 4.260
```

---

5.
Here is a molecular structure, C12H11MoN2S4 from the Open Molecules 2025 dataset. Energies are from ωB97M-V/def2-TZVPD.

Summary:
- Kohn-Sham gap (alpha / beta) (eV) = 3.6 / 3.7
- M (g mol⁻¹) = 407.44
- charge = +3

The geometry in XYZ format:
```
30
C12H11MoN2S4 | the Open Molecules 2025 dataset | ωB97M-V/def2-TZVPD
Mo -2.467 -0.270 0.176
C 0.198 -1.647 -0.621
N -0.655 -0.668 0.182
C -0.001 0.152 1.117
C -0.715 0.622 2.151
C -0.527 1.581 3.183
C -1.686 1.759 3.872
C -2.602 0.879 3.217
N -2.062 0.275 2.168
C 1.401 -0.958 -1.218
C 1.362 0.129 -2.130
C 2.562 0.615 -2.554
C 3.831 0.177 -2.157
C 3.913 -0.966 -1.319
C 2.692 -1.382 -0.814
H -0.463 -1.899 -1.437
H 0.419 -2.524 -0.038
H 1.106 0.286 1.048
H 0.449 2.035 3.417
H -1.904 2.412 4.720
H -3.628 0.711 3.474
H 0.482 0.657 -2.349
H 2.403 1.486 -3.146
H 4.680 0.733 -2.602
H 4.892 -1.506 -1.255
H 2.769 -2.264 -0.131
S -3.363 -2.058 -0.334
S -5.469 -0.636 -2.628
S -4.539 0.973 -2.566
S -3.079 1.299 -1.425
```

---

6.
Here is 2 unconnected molecules or ions with the total composition C4H7NO2 from the Open Molecules 2025 dataset. Energies are from ωB97M-V/def2-TZVPD.

Summary:
- Kohn-Sham gap (eV) = 8.9
- relative energy (zero: lowest compared OMol25 entry of this formula, charge and spin) (kcal/mol) = 120.1
- M (g mol⁻¹) = 101.10

The geometry in XYZ format:
```
14
C4H7NO2 | the Open Molecules 2025 dataset | ωB97M-V/def2-TZVPD
O -1.823 -1.081 1.497
C -2.430 -1.210 0.351
C 0.065 0.474 -0.365
C 0.810 0.939 0.837
N 0.660 -0.480 0.570
C 0.726 0.576 -1.697
O 1.830 0.122 -1.903
H -0.844 -1.237 1.435
H -1.648 -1.586 -0.376
H -1.021 0.547 -0.357
H 0.234 1.310 1.680
H 1.785 1.396 0.683
H 1.510 -0.848 0.138
H 0.145 1.078 -2.492
```

---

7.
Here is 4 unconnected molecules or ions with the total composition C16H38F3N3O8S from the Open Molecules 2025 dataset. Energies are from ωB97M-V/def2-TZVPD.

Summary:
- Kohn-Sham gap (eV) = 8.7
- M (g mol⁻¹) = 489.55
- SMILES = O=S1(=O)OC[C@H](COC(F)(F)F)O1.COC[C@@H](C)N.COC[C@@H](C)N.COC[C@@H](C)N

The geometry in XYZ format:
```
69
C16H38F3N3O8S | the Open Molecules 2025 dataset | ωB97M-V/def2-TZVPD
O -0.038 -1.870 -0.989
S 0.323 -3.368 -1.263
O -0.434 -4.389 -0.348
O 0.371 -3.886 -2.922
C 1.774 -3.980 -3.445
C 2.694 -3.021 -2.430
C 4.272 -3.500 -2.169
O 4.621 -4.562 -3.126
C 5.440 -5.621 -2.517
F 6.225 -6.239 -3.650
F 4.576 -6.736 -1.996
F 6.452 -5.149 -1.540
O 2.052 -3.334 -1.111
H 1.793 -3.657 -4.593
H 1.977 -5.141 -3.260
H 2.505 -1.848 -2.481
H 4.326 -3.809 -1.041
H 4.952 -2.558 -2.435
C 1.858 -2.936 5.592
O 1.689 -2.744 4.196
C 1.431 -3.944 3.461
C -0.048 -4.392 3.477
C -0.470 -5.055 4.785
N -0.955 -3.268 3.197
H 2.354 -3.883 5.822
H 0.892 -2.875 6.097
H 2.480 -2.120 5.973
H 1.703 -3.717 2.422
H 2.101 -4.751 3.785
H -0.174 -5.138 2.682
H -0.608 -4.337 5.597
H -1.426 -5.576 4.656
H 0.269 -5.797 5.105
H -0.727 -2.886 2.279
H -0.706 -2.511 3.841
C -0.124 4.038 0.286
O 1.218 3.655 0.544
C 1.428 2.241 0.607
C 1.605 1.564 -0.773
C 0.294 1.376 -1.531
N 2.546 2.310 -1.622
H -0.844 3.358 0.749
H -0.294 4.104 -0.790
H -0.276 5.038 0.704
H 2.360 2.106 1.169
H 0.639 1.756 1.195
H 2.021 0.565 -0.596
H -0.082 2.308 -1.962
H 0.434 0.677 -2.364
H -0.481 0.962 -0.879
H 3.449 2.353 -1.148
H 2.235 3.286 -1.635
C -2.898 6.712 -1.514
O -3.244 5.596 -0.709
C -4.579 5.629 -0.195
C -5.653 5.122 -1.186
C -6.004 6.133 -2.274
N -5.247 3.858 -1.820
H -3.370 7.635 -1.166
H -3.157 6.517 -2.556
H -1.812 6.841 -1.464
H -4.578 4.957 0.672
H -4.824 6.627 0.188
H -6.569 4.937 -0.610
H -5.233 6.209 -3.044
H -6.931 5.838 -2.781
H -6.163 7.129 -1.848
H -5.102 3.159 -1.091
H -4.309 4.001 -2.207
```

---

8.
Here is 6 unconnected molecules or ions with the total composition C5H20IO5 from the Open Molecules 2025 dataset. Energies are from ωB97M-V/def2-TZVPD.

Summary:
- spin multiplicity = 2
- Kohn-Sham gap (alpha / beta) (eV) = 10.4 / 5.5
- relative energy (zero: lowest compared OMol25 entry of this formula, charge and spin) (kcal/mol) = 0.6
- M (g mol⁻¹) = 287.11

The geometry in XYZ format:
```
31
C5H20IO5 | the Open Molecules 2025 dataset | ωB97M-V/def2-TZVPD
I -0.714 -0.215 0.203
C 0.798 -4.096 -1.179
O -0.288 -3.384 -1.864
H 1.759 -3.648 -1.433
H 0.509 -3.991 -0.133
H 0.814 -5.184 -1.248
H -0.357 -2.544 -1.404
C -1.468 0.679 -3.973
O -2.213 1.197 -2.881
H -1.528 -0.409 -3.926
H -1.773 1.062 -4.947
H -0.433 0.977 -3.811
H -1.818 0.972 -2.035
C -3.320 3.120 1.611
O -2.248 3.113 0.701
H -3.095 2.694 2.589
H -3.670 4.123 1.854
H -4.097 2.563 1.087
H -1.907 2.228 0.552
C 2.615 1.955 0.689
O 2.120 1.973 -0.644
H 3.129 1.000 0.799
H 3.334 2.765 0.812
H 1.792 2.022 1.400
H 1.193 1.764 -0.508
C 2.034 -2.040 3.049
O 1.391 -0.767 3.083
H 1.826 -2.651 2.171
H 3.066 -1.719 2.904
H 1.937 -2.651 3.946
H 0.614 -0.908 2.538
```

---

9.
Here is 3 unconnected molecules or ions with the total composition C17H26F16NO3 from the Open Molecules 2025 dataset. Energies are from ωB97M-V/def2-TZVPD.

Summary:
- Kohn-Sham gap (eV) = 10.0
- M (g mol⁻¹) = 596.37
- charge = +1

The geometry in XYZ format:
```
63
C17H26F16NO3 | the Open Molecules 2025 dataset | ωB97M-V/def2-TZVPD
C 0.063 -6.845 -4.365
C -0.175 -6.439 -2.847
C 0.806 -5.223 -2.566
C 0.938 -4.892 -1.039
C -0.316 -4.207 -0.419
N 2.224 -4.091 -0.845
O 2.031 -2.812 -0.365
C 2.374 -1.803 -1.339
C 3.931 -1.682 -1.618
H -0.824 -6.532 -4.958
H 0.236 -7.935 -4.493
H 0.942 -6.330 -4.814
H -1.226 -6.137 -2.667
H 0.143 -7.316 -2.239
H 0.433 -4.340 -3.139
H 1.780 -5.528 -3.032
H 1.086 -5.876 -0.527
H -0.140 -4.018 0.662
H -0.611 -3.260 -0.914
H -1.169 -4.922 -0.474
H 2.736 -4.141 -1.737
H 2.788 -4.585 -0.139
H 1.801 -1.875 -2.292
H 2.074 -0.834 -0.885
H 4.054 -1.675 -2.725
H 4.394 -2.634 -1.264
H 4.384 -0.776 -1.180
C 1.699 0.088 2.299
C 2.258 1.243 1.428
C 3.213 2.243 2.092
F 2.664 2.906 3.114
F 3.590 3.178 1.189
F 1.224 1.881 0.839
F 2.963 0.649 0.411
O 0.385 0.208 2.866
C 0.182 0.873 4.088
C -0.665 2.142 3.930
F -0.121 3.005 3.050
F -0.770 2.791 5.106
F 1.358 1.090 4.693
F -0.485 0.014 4.876
H 1.592 -0.755 1.614
H 2.424 -0.247 3.043
H 4.116 1.740 2.451
H -1.668 1.893 3.581
C -3.617 6.357 0.705
C -3.624 6.443 -0.843
C -4.582 5.525 -1.612
F -4.353 4.218 -1.410
F -4.442 5.730 -2.944
F -2.357 6.295 -1.289
F -3.987 7.718 -1.151
O -2.600 5.575 1.361
C -2.756 4.197 1.549
C -1.724 3.374 0.760
F -1.768 3.640 -0.556
F -1.964 2.045 0.908
F -4.022 3.839 1.293
F -2.576 3.979 2.873
H -3.399 7.372 1.041
H -4.607 6.137 1.105
H -5.621 5.737 -1.348
H -0.716 3.583 1.108
```

---

10.
Here is a single C19H19N3O4S molecule from the Open Molecules 2025 dataset. Energies are from ωB97M-V/def2-TZVPD.

Summary:
- Kohn-Sham gap (eV) = 8.0
- relative energy (zero: lowest compared OMol25 entry of this formula, charge and spin) (kcal/mol) = 500.7
- M (g mol⁻¹) = 385.44
- SMILES = CC(=O)c1cccc(OCc2cc(C(=O)NCc3nc(C)c(C)s3)no2)c1

The geometry in XYZ format:
```
46
C19H19N3O4S | the Open Molecules 2025 dataset | ωB97M-V/def2-TZVPD
C -5.302 1.070 -4.421
C -4.046 1.958 -4.368
O -3.432 2.349 -5.456
C -3.414 2.198 -2.951
C -2.158 2.998 -2.713
C -1.610 3.034 -1.534
C -2.291 2.526 -0.320
C -3.366 2.105 -0.561
O -4.078 1.495 0.357
C -3.498 1.762 1.767
C -2.433 1.097 2.223
C -1.286 1.199 2.686
C -0.424 0.180 2.640
C 0.835 -0.251 3.249
O 1.434 0.743 3.706
N 1.314 -1.528 2.869
C 2.707 -2.048 3.233
C 3.497 -2.264 1.984
N 4.618 -1.896 1.793
C 5.344 -2.028 0.515
C 6.587 -1.645 0.246
C 4.328 -3.078 -0.028
C 4.714 -3.819 -1.410
S 2.843 -3.323 1.076
N -1.134 -0.943 1.929
O -2.410 -0.271 1.666
C -3.914 1.795 -1.799
H -5.512 0.969 -5.296
H -5.867 1.673 -3.908
H -5.252 0.240 -3.929
H -1.616 3.065 -3.704
H -0.641 3.327 -1.582
H -1.950 2.820 0.522
H -3.457 2.766 2.015
H -4.370 1.210 2.399
H -1.148 1.880 3.307
H 0.850 -1.947 2.340
H 3.150 -1.065 3.608
H 2.647 -2.548 3.930
H 6.868 -1.023 0.864
H 6.424 -1.262 -0.652
H 7.204 -2.590 0.226
H 3.878 -4.664 -1.421
H 5.539 -4.421 -1.141
H 4.824 -3.095 -2.174
H -4.994 1.249 -1.782
```

---

Repeat the third record exactly.
Here is a single C5H7Br molecule from the Open Molecules 2025 dataset. Energies are from ωB97M-V/def2-TZVPD.

Summary:
- Kohn-Sham gap (eV) = 10.4
- relative energy (zero: lowest compared OMol25 entry of this formula, charge and spin) (kcal/mol) = 29.6
- M (g mol⁻¹) = 147.02
- SMILES = CC1=C[C@@H](Br)C1

The geometry in XYZ format:
```
13
C5H7Br | the Open Molecules 2025 dataset | ωB97M-V/def2-TZVPD
C -1.257 1.283 0.701
C -0.219 0.295 0.259
C -0.016 -0.913 0.784
C 1.116 -1.203 -0.426
Br 0.680 -2.547 -1.659
C 0.698 0.181 -0.936
H -0.981 2.276 0.156
H -1.246 1.374 1.867
H -2.291 0.941 0.428
H -0.398 -1.370 1.611
H 2.059 -1.240 -0.071
H 0.323 0.013 -1.882
H 1.531 0.911 -0.829
```

---

- Which of these has the lowest M?
  CH3NO2S

---

- Which of these has the lowest M?
  CH3NO2S